# 1
Density functional theory data (ωB97M-V/def2-TZVPD) for one molecule with the formula C12H24O4S2 in a non-equilibrium geometry.

Summary:
E_tot	-1568.4657	a.u.
frontier orbital gap	9.69	eV
2S+1	1
energy relative to the best compared isomer or geometry (same formula, charge and spin)	12.7482	eV
highest occupied orbital energy	-0.33984	Ha

Positions of all 42 atoms, in Å:
1 C -0.524 -1.375 3.436
2 C -1.134 0.053 2.956
3 C -0.225 1.128 3.362
4 C -0.677 2.521 2.788
5 C -1.087 2.751 1.146
6 C 0.268 2.274 0.300
7 C 0.009 2.348 -1.192
8 C 0.805 1.842 -2.038
9 H 0.498 1.631 -3.067
10 H 1.741 2.640 -2.037
11 S 1.711 0.134 -1.284
12 O 2.536 -0.220 -2.499
13 C 0.217 -0.704 -1.658
14 C 0.576 -2.102 -0.551
15 H -0.265 -2.187 0.109
16 H 1.719 -2.088 -0.271
17 S 0.572 -3.341 -1.854
18 O 1.516 -4.496 -1.473
19 O -1.010 -3.847 -1.800
20 C 1.036 -2.567 -3.196
21 H 1.917 -2.298 -3.271
22 C 0.218 -1.435 -2.965
23 O -1.247 -1.577 -3.195
24 H -1.372 -2.432 -2.835
25 H 0.118 -0.544 -3.607
26 H 0.631 -2.979 -4.084
27 H -0.561 -0.181 -1.304
28 H -0.529 3.291 -1.231
29 H -0.970 1.703 -1.315
30 H 0.600 1.292 0.616
31 H 0.937 2.875 0.649
32 H -1.414 3.631 1.031
33 H -1.829 1.943 1.104
34 H -1.532 2.768 3.249
35 H 0.138 3.213 2.977
36 H 0.793 0.763 2.919
37 H -0.166 1.115 4.254
38 H -0.994 -0.169 1.870
39 H -2.083 0.099 3.322
40 H -0.426 -1.562 4.496
41 H -1.119 -2.111 3.163
42 H 0.606 -1.801 2.977

***

# 2
Density functional theory data (ωB97M-V/def2-TZVPD) for one molecule with the formula C12H25BO in a non-equilibrium geometry.

Summary:
E_tot	-572.1951	a.u.
frontier orbital gap	9.46	eV
2S+1	1
energy relative to the best compared isomer or geometry (same formula, charge and spin)	0.0000	eV
SMILES	CCB(CC)/C(CC)=C(/CC)COC
highest occupied orbital energy	-0.32140	Ha

Positions of all 39 atoms, in Å:
1 C 1.567 1.342 1.670
2 C 2.133 0.625 0.469
3 B 1.118 -0.099 -0.600
4 C 1.614 -0.568 -2.014
5 C 2.838 -1.478 -2.032
6 C -0.184 -0.633 0.099
7 C -0.081 -2.001 0.691
8 C 0.211 -2.180 2.134
9 C -1.273 0.121 0.199
10 C -2.604 -0.264 0.905
11 C -3.250 -1.226 -0.135
12 C -1.232 1.369 -0.588
13 O -1.047 2.551 0.172
14 C -0.863 3.728 -0.629
15 H 1.553 0.734 2.573
16 H 1.880 2.410 1.765
17 H 0.481 1.516 1.473
18 H 2.833 1.304 -0.075
19 H 2.728 -0.228 0.723
20 H 1.691 0.267 -2.618
21 H 0.809 -1.025 -2.571
22 H 2.777 -2.363 -1.399
23 H 2.906 -1.856 -3.028
24 H 3.800 -0.906 -1.629
25 H -0.972 -2.580 0.428
26 H 0.723 -2.579 0.056
27 H 0.744 -3.161 2.163
28 H -0.724 -1.939 2.709
29 H 0.960 -1.343 2.435
30 H -2.403 -0.666 1.987
31 H -3.346 0.545 1.079
32 H -4.102 -1.852 0.136
33 H -3.693 -0.464 -0.894
34 H -2.511 -1.907 -0.504
35 H -0.334 1.407 -1.284
36 H -2.227 1.339 -1.204
37 H -0.508 4.528 -0.068
38 H -1.831 3.988 -1.153
39 H -0.181 3.544 -1.442

***

# 3
Density functional theory data (ωB97M-V/def2-TZVPD) for one molecule with the formula C12H25BO in a non-equilibrium geometry.

Summary:
E_tot	-572.0617	a.u.
frontier orbital gap (spin up / spin down)	5.97 / 8.74	eV
2S+1	3
highest occupied orbital energy (spin up / spin down)	-0.19658 / -0.32626	Ha

Positions of all 39 atoms, in Å:
1 B 0.762 0.310 -0.028
2 C -0.264 -0.783 -0.264
3 C -1.810 -0.016 -0.384
4 C 2.634 -0.146 1.785
5 C 1.651 0.794 -2.470
6 C 1.093 -2.842 -0.617
7 C -3.630 -0.890 1.225
8 C 0.156 3.037 0.223
9 C 1.141 0.231 1.589
10 C 2.061 0.532 -1.041
11 C -0.299 -2.190 -0.307
12 C -3.150 -0.694 -0.229
13 C -1.608 1.506 -0.251
14 O -0.253 1.770 -0.269
15 H 2.968 -0.941 1.078
16 H 3.271 0.790 1.554
17 H 2.674 -0.384 2.904
18 H 2.493 1.077 -3.103
19 H 1.363 -0.182 -2.798
20 H 0.836 1.535 -2.505
21 H 1.883 -2.549 0.107
22 H 1.374 -2.644 -1.607
23 H 1.026 -3.963 -0.543
24 H -3.824 0.107 1.641
25 H -4.694 -1.339 1.368
26 H -2.910 -1.354 1.890
27 H 0.930 2.806 1.017
28 H -0.798 3.577 0.657
29 H 0.722 3.646 -0.583
30 H 0.661 -0.571 2.280
31 H 0.858 1.189 1.917
32 H 2.857 -0.175 -1.003
33 H 2.395 1.607 -0.859
34 H -0.905 -2.670 0.476
35 H -0.855 -2.445 -1.225
36 H -3.855 -0.003 -0.643
37 H -2.950 -1.696 -0.614
38 H -1.932 2.161 -1.100
39 H -2.072 1.803 0.732

***

# 4
Density functional theory data (ωB97M-V/def2-TZVPD) for C12H25CoN2O2P2Se as an isolated structure in a non-equilibrium geometry.

Summary:
E_tot	-5198.9602	a.u.
frontier orbital gap (spin up / spin down)	7.21 / 4.81	eV
2S+1	5
energy relative to the best compared isomer or geometry (same formula, charge and spin)	0.0000	eV
highest occupied orbital energy (spin up / spin down)	-0.24545 / -0.25206	Ha

Positions of all 45 atoms, in Å:
1 C 1.002 -1.279 -3.041
2 C 1.038 -0.908 -1.653
3 N -0.118 -0.774 -0.929
4 C -1.289 -1.016 -1.527
5 C -1.383 -1.362 -2.887
6 C -0.221 -1.498 -3.647
7 C 2.237 -0.578 -0.985
8 P 2.144 -0.306 0.784
9 Co -0.005 -0.157 1.080
10 P -2.174 0.003 0.859
11 C -2.524 -0.993 -0.659
12 O 1.796 2.192 -1.912
13 O -0.772 2.653 -1.520
14 H 1.954 -1.359 -3.563
15 H -2.384 -1.522 -3.276
16 H -0.304 -1.783 -4.707
17 C 3.027 -1.703 1.566
18 C 3.315 1.071 1.073
19 H -3.385 -0.600 -1.209
20 H -2.753 -2.017 -0.311
21 H 2.157 1.318 -1.616
22 H 3.155 -0.751 -1.519
23 C -3.267 -0.769 2.094
24 C -3.050 1.554 0.480
25 H 0.352 1.456 1.007
26 H -0.770 3.563 -1.208
27 H 0.191 2.468 -1.749
28 H 2.194 2.351 -2.783
29 H -0.124 -1.616 1.346
30 H -0.182 1.237 0.367
31 H 4.064 -1.787 1.209
32 H 3.017 -1.510 2.648
33 H 2.479 -2.629 1.357
34 H 4.349 0.788 0.825
35 H 3.028 1.957 0.492
36 H 3.262 1.308 2.144
37 H -4.112 1.367 0.257
38 H -2.983 2.183 1.377
39 H -2.556 2.064 -0.360
40 H -4.318 -0.785 1.764
41 H -2.922 -1.792 2.283
42 H -3.182 -0.179 3.017
43 Se -0.004 0.005 5.902
44 C 0.003 0.039 4.156
45 N 0.014 0.097 2.975

***

# 5
Density functional theory data (ωB97M-V/def2-TZVPD) for one molecule with the formula C12H25N3O3 in a non-equilibrium geometry.

Summary:
E_tot	-862.1161	a.u.
frontier orbital gap	9.75	eV
2S+1	1
energy relative to the best compared isomer or geometry (same formula, charge and spin)	4.3873	eV
SMILES	CC[C@H](C)[C@H](NC(=O)[C@@H](N)CCCCN)C(=O)O
highest occupied orbital energy	-0.33627	Ha

Positions of all 43 atoms, in Å:
1 C 2.626 2.496 -0.325
2 C 3.658 1.707 0.485
3 C 2.940 0.373 0.835
4 C 3.551 -0.470 1.967
5 C 2.249 -0.421 -0.307
6 N 1.367 -1.510 0.102
7 C 0.056 -1.619 0.472
8 O -0.245 -2.507 1.309
9 C -0.978 -0.880 -0.400
10 N -1.691 -1.912 -1.227
11 C -1.822 -0.076 0.484
12 C -2.637 1.007 -0.412
13 C -4.049 1.307 0.116
14 C -5.133 0.396 -0.393
15 N -5.282 -1.025 0.114
16 C 3.440 -1.056 -1.008
17 O 3.943 -2.021 -0.622
18 O 4.143 -0.234 -1.923
19 H 2.702 3.628 -0.247
20 H 1.528 2.295 -0.044
21 H 2.885 2.279 -1.388
22 H 4.059 2.178 1.426
23 H 4.658 1.325 -0.053
24 H 1.995 0.729 1.294
25 H 2.893 -1.289 2.283
26 H 3.867 0.131 2.868
27 H 4.463 -0.896 1.565
28 H 1.697 -0.011 -1.213
29 H 1.859 -2.316 0.089
30 H -0.705 -0.199 -1.228
31 H -0.908 -2.286 -1.787
32 H -2.016 -2.722 -0.721
33 H -2.387 -0.932 0.619
34 H -1.454 0.187 1.470
35 H -2.570 0.632 -1.444
36 H -2.072 1.909 -0.384
37 H -4.454 2.291 -0.189
38 H -4.072 1.270 1.212
39 H -6.177 0.862 -0.284
40 H -5.025 0.322 -1.421
41 H -5.975 -1.416 -0.512
42 H -5.806 -0.767 1.007
43 H 4.879 -0.757 -2.187

***

# 6
Density functional theory data (ωB97M-V/def2-TZVPD) for one molecule with the formula C12H25N3O3 in a non-equilibrium geometry.

Summary:
E_tot	-862.1013	a.u.
frontier orbital gap	9.47	eV
2S+1	1
energy relative to the best compared isomer or geometry (same formula, charge and spin)	4.7909	eV
SMILES	CC[C@H](C)[C@H](NC(=O)[C@@H](N)CCCCN)C(=O)O
highest occupied orbital energy	-0.32699	Ha

Positions of all 43 atoms, in Å:
1 C -3.450 -2.643 0.190
2 C -2.583 -1.530 -0.525
3 C -2.648 -0.074 0.169
4 C -4.158 0.378 0.129
5 C -1.717 0.792 -0.865
6 N -0.569 0.008 -1.112
7 C 0.420 -0.435 -0.307
8 O 1.227 -1.142 -0.930
9 C 0.657 0.085 1.036
10 N 1.212 -0.881 1.815
11 C 1.364 1.443 0.878
12 C 2.936 1.246 0.586
13 C 3.248 0.851 -0.762
14 C 4.270 -0.212 -0.660
15 N 3.754 -1.471 0.008
16 C -1.395 2.210 -0.102
17 O -1.624 2.576 1.058
18 O -0.963 2.958 -1.051
19 H -2.890 -3.610 -0.203
20 H -4.547 -2.600 -0.023
21 H -3.157 -2.730 1.240
22 H -1.560 -1.896 -0.576
23 H -2.834 -1.261 -1.624
24 H -2.107 -0.003 1.209
25 H -4.614 -0.146 1.081
26 H -4.091 1.602 0.284
27 H -4.687 0.151 -0.791
28 H -2.235 1.023 -1.805
29 H -0.585 -0.532 -2.039
30 H -0.358 0.246 1.530
31 H 1.950 -1.447 1.263
32 H 0.499 -1.649 2.283
33 H 0.895 2.113 0.058
34 H 1.180 2.027 1.797
35 H 3.262 0.509 1.345
36 H 3.458 2.154 0.916
37 H 3.687 1.651 -1.357
38 H 2.200 0.675 -1.268
39 H 5.119 0.193 -0.056
40 H 4.840 -0.473 -1.532
41 H 3.053 -1.774 -0.640
42 H 4.489 -2.134 -0.163
43 H -0.947 3.750 -0.485